Molecular formula: C39H87Cl4O26P3
Method: DFT, ωB97M-V with the def2-TZVPD basis set

Last column: Mulliken charge in e.
CARTESIAN COORDINATES (ANGSTROEM)
C: 16.3876 -24.6694 8.6619  -0.118
O: 16.6375 -26.0426 8.3040  -0.048
P: 15.4431 -27.0711 8.3538  0.430
O: 14.4521 -26.9606 7.2981  -0.772
O: 14.8497 -26.8120 9.8060  0.250
C: 13.5223 -27.2727 10.0549  -0.892
O: 16.1334 -28.4877 8.4719  -0.395
C: 17.3111 -28.6055 9.2815  -0.351
H: 16.6826 -24.5309 9.7055  0.103
H: 15.3422 -24.3671 8.6531  0.152
H: 17.0162 -24.0473 8.0360  0.121
H: 13.3659 -28.2614 9.6035  0.447
H: 12.7955 -26.5673 9.6739  0.277
H: 13.3675 -27.5330 11.1014  0.195
H: 17.5915 -29.6509 9.2830  0.292
H: 17.1484 -28.2197 10.2918  0.212
H: 18.1130 -27.9816 8.8825  0.038
C: 11.9765 -16.7163 19.0940  -0.775
O: 12.9858 -16.8781 18.1220  -0.396
P: 12.7060 -17.6966 16.7916  0.596
O: 11.4180 -17.4333 16.1655  -0.686
O: 13.9779 -17.4116 15.9475  -0.291
C: 15.2924 -17.6730 16.5020  -0.558
O: 12.8662 -19.2204 17.2043  0.703
C: 11.6913 -19.9289 17.6301  -0.558
H: 12.0054 -17.4519 19.9021  0.251
H: 10.9845 -16.7348 18.6348  0.291
H: 12.0665 -15.7448 19.5806  0.277
H: 15.9348 -17.7533 15.6289  0.271
H: 15.3035 -18.6468 16.9909  0.082
H: 15.6177 -16.8903 17.1801  0.372
H: 12.0132 -20.7690 18.2442  0.214
H: 11.2098 -20.3665 16.7470  -0.159
H: 10.9961 -19.2812 18.1590  0.392
C: 10.1083 -16.6791 9.5978  -0.430
O: 11.0033 -15.8137 10.3170  -0.406
P: 11.1067 -15.9279 11.8927  0.849
O: 12.1098 -15.0544 12.4845  -0.738
O: 9.5922 -15.6726 12.2796  -0.334
C: 9.2205 -15.5129 13.6587  -0.643
O: 11.3054 -17.4728 12.1911  0.137
C: 12.6003 -18.0407 12.3542  -0.275
H: 9.6374 -17.4332 10.2343  0.176
H: 10.6857 -17.2549 8.8709  0.177
H: 9.3297 -16.0975 9.1107  0.280
H: 10.0980 -15.3993 14.2852  0.281
H: 8.6059 -16.3440 14.0004  0.193
H: 8.6423 -14.5918 13.7541  0.305
H: 13.0149 -18.4070 11.4135  0.051
H: 12.5111 -18.9203 12.9920  -0.067
H: 13.2471 -17.3179 12.8417  0.500
C: 15.7747 -17.3588 7.2536  -0.772
C: 17.2488 -17.6651 7.1164  -0.336
O: 17.5018 -19.0377 6.7946  -0.376
C: 17.7301 -19.9014 7.7854  0.703
C: 18.0581 -21.2571 7.2370  0.020
O: 17.6044 -19.6642 8.9517  -0.607
H: 15.6499 -16.3103 7.5301  0.411
H: 15.3000 -17.9667 8.0251  0.037
H: 15.2087 -17.5291 6.3359  0.258
H: 17.6675 -17.0955 6.2858  0.334
H: 17.7952 -17.3512 8.0058  0.315
H: 18.8215 -21.1773 6.4657  0.501
H: 17.1669 -21.7157 6.7943  -0.245
H: 18.2993 -22.0106 7.9825  -0.282
C: 18.4715 -20.1390 17.3618  -1.612
C: 17.3693 -21.1613 17.3272  0.636
O: 16.5400 -20.9099 18.4891  -0.369
C: 15.5665 -21.7510 18.8049  0.785
C: 14.6660 -21.1565 19.8581  -1.130
O: 15.3275 -22.7896 18.2421  -0.489
H: 18.0846 -19.1201 17.3768  0.320
H: 19.1254 -20.2398 16.5009  0.331
H: 19.0674 -20.2653 18.2669  0.378
H: 16.7712 -21.0935 16.4185  -0.268
H: 17.7632 -22.1714 17.4379  0.514
H: 15.1252 -21.2263 20.8421  0.362
H: 13.7244 -21.7001 19.8484  0.312
H: 14.4268 -20.1257 19.5993  0.190
C: 10.8142 -25.9556 14.1935  -1.351
C: 11.3374 -24.5483 14.1503  -0.227
O: 12.7622 -24.5648 13.8562  0.211
C: 13.1129 -24.7184 12.5860  0.260
C: 14.5635 -24.9459 12.3818  0.405
O: 12.3289 -24.7201 11.6707  -0.638
H: 11.4932 -26.6125 14.7302  0.243
H: 10.6832 -26.3327 13.1787  0.289
H: 9.8146 -25.9466 14.6325  0.416
H: 10.8707 -23.8796 13.4261  0.321
H: 11.3134 -24.0151 15.1021  0.260
H: 14.9592 -25.8870 12.7522  0.635
H: 15.1380 -24.1719 12.8988  -0.121
H: 14.8573 -24.7978 11.3481  -0.611
C: 19.6887 -22.3981 10.6206  -0.507
C: 20.6519 -23.5206 10.3572  -0.363
O: 20.0884 -24.3412 9.3260  -0.077
C: 20.8053 -25.3708 8.9045  0.675
C: 20.1875 -26.0871 7.7244  -0.543
O: 21.8307 -25.7463 9.4067  -0.594
H: 19.5945 -21.7553 9.7423  0.144
H: 19.9538 -21.7804 11.4757  0.478
H: 18.6671 -22.7524 10.7854  -0.168
H: 21.6209 -23.1370 10.0425  0.359
H: 20.7580 -24.1292 11.2574  0.238
H: 20.6790 -27.0433 7.6196  0.341
H: 20.2573 -25.4266 6.8572  0.295
H: 19.1110 -26.2238 7.8607  -0.263
C: 14.7499 -23.8482 5.4907  -0.988
C: 13.5398 -23.5238 6.3497  0.246
O: 13.2171 -22.1424 6.4832  -0.382
C: 13.8279 -21.3790 7.3833  0.540
C: 13.1682 -20.0252 7.4902  -1.011
O: 14.8000 -21.6495 8.0380  -0.088
H: 15.6976 -23.4395 5.8408  0.071
H: 14.6102 -23.4307 4.4886  0.383
H: 14.8249 -24.9342 5.4470  0.382
H: 12.6630 -24.0346 5.9667  0.384
H: 13.7623 -23.9690 7.3229  -0.161
H: 13.3951 -19.4136 6.6206  0.311
H: 13.4928 -19.6019 8.4358  0.005
H: 12.0839 -20.1388 7.5355  0.433
C: 16.0317 -21.8838 11.2764  0.867
C: 14.6440 -21.3488 11.5731  -0.867
O: 14.1295 -21.8344 12.8043  0.132
C: 14.4998 -21.1706 13.8952  0.370
C: 13.9648 -21.7165 15.1695  1.210
O: 15.2471 -20.2221 13.8782  -0.634
H: 16.6691 -21.8014 12.1544  -0.133
H: 16.4808 -21.2995 10.4745  0.079
H: 15.9498 -22.9344 11.0070  -0.468
H: 14.7262 -20.2584 11.5749  0.188
H: 13.9982 -21.5469 10.7191  0.265
H: 14.4355 -22.6726 15.4164  -0.462
H: 12.9032 -21.9681 15.1366  -0.313
H: 14.1181 -21.0259 15.9896  -0.487
C: 18.3052 -28.8356 16.7594  -1.338
C: 17.7423 -27.7064 15.9381  0.059
O: 16.6848 -27.0909 16.6724  -0.347
C: 16.0339 -26.1185 16.0307  0.694
C: 14.8619 -25.6410 16.8319  -0.639
O: 16.3343 -25.7291 14.9424  -0.422
H: 17.5690 -29.6407 16.8428  0.310
H: 18.5710 -28.5462 17.7757  0.335
H: 19.1452 -29.3270 16.2675  0.390
H: 18.4625 -26.9490 15.6349  0.168
H: 17.3274 -28.1729 15.0399  0.237
H: 15.1562 -25.4189 17.8564  0.437
H: 14.1386 -26.4542 16.8092  0.327
H: 14.5009 -24.6955 16.4440  -0.132
Cl: 20.1950 -22.7450 16.1205  -0.165
C: 19.1460 -23.6592 15.0276  0.212
Cl: 18.0135 -22.5424 14.2367  -0.095
H: 19.7109 -24.1090 14.2249  0.349
H: 18.5943 -24.3625 15.6337  -0.280
Cl: 10.5086 -20.9661 14.1736  -0.062
C: 9.3587 -19.6104 14.3344  0.071
Cl: 8.4393 -19.4163 12.8310  -0.182
H: 8.7067 -19.8137 15.1729  0.456
H: 9.9284 -18.7034 14.5031  -0.310

Its total charge is 0. The total energy is -173055.1522 eV. As for the orbital gap: 0.37996 hartree.

=====

Molecular formula: C6H8NS
Method: DFT, ωB97M-V with the def2-TZVPD basis set

Last column: Mulliken charge in e.
CARTESIAN COORDINATES (ANGSTROEM)
C: -1.5321 -0.1320 0.4451  -0.429
C: -0.9699 1.0605 0.2254  -0.176
C: 1.4635 -0.6550 -0.1550  0.535
C: 1.0173 2.2630 -0.1781  -0.098
C: -0.8627 -1.4564 0.3472  -0.492
C: 0.3843 -1.4992 -0.5633  -0.397
N: 0.3623 1.1940 -0.0697  -0.176
S: 2.9159 -0.3489 0.2209  -0.187
H: -2.5703 -0.1674 0.7427  0.347
H: -1.5468 1.9771 0.3035  0.354
H: 2.0769 2.2167 -0.3969  0.133
H: 0.5722 3.2465 -0.0516  0.268
H: -0.5812 -1.7860 1.3514  0.309
H: -1.5753 -2.1874 -0.0422  0.363
H: 0.0939 -1.1924 -1.5752  0.287
H: 0.7518 -2.5329 -0.6043  0.360

Its total charge is +1. The total energy is -18667.8100 eV. As for the orbital gap: 0.31485 hartree.

=====

Molecular formula: C8H6N2O5Sm
Method: DFT, ωB97M-V with the def2-TZVPD basis set

Last column: Mulliken charge in e.
CARTESIAN COORDINATES (ANGSTROEM)
O: 3.9439 -1.3386 0.4413  0.069
C: 2.8721 -0.9661 0.3299  0.123
Sm: 0.5498 0.0792 0.3242  1.228
O: -0.6204 -2.1882 -2.4412  -0.022
C: -0.3014 -1.4756 -1.5935  0.286
C: -1.9657 0.5526 -0.3347  0.317
O: -3.0272 1.0007 -0.3650  -0.050
C: 0.6572 1.5721 -1.6177  0.289
O: 0.8775 2.3755 -2.4250  0.005
C: -0.7675 -1.5749 1.5660  0.291
O: -1.2461 -2.3151 2.3199  0.003
C: -0.0512 4.7038 3.0329  -0.726
N: -0.9013 3.4968 3.0481  0.025
C: -2.0039 3.3545 4.0152  -0.709
C: -0.6636 2.5468 2.2199  0.414
N: -0.2611 1.6729 1.5344  -0.478
H: -0.4130 5.3838 3.8078  0.285
H: -0.0996 5.1799 2.0367  0.343
H: 1.0058 4.4322 3.2137  0.342
H: -2.9539 3.2055 3.4710  0.349
H: -1.8438 2.4583 4.6436  0.337
H: -2.0398 4.2592 4.6269  0.276

Its total charge is +3. The total energy is -39482.1256 eV. As for the orbital gap (spin up / spin down): 0.24231 / 0.26683 hartree. The spin multiplicity is 6. As for the expectation value of S²: 8.758.

=====

no.,F_max (hartree/bohr)
1,0.0382
2,0.0401
3,0.1487